[1]
C19H19LiN3O5 as an isolated structure, computed with wB97M-V/def2-TZVPD.

Each line ends with the Löwdin charge.
Element x y z (Å)
Li: -0.80 0.30 1.36  0.5917
C: 4.19 2.96 1.55  -0.0172
N: 3.65 2.21 0.42  -0.0821
N: 2.25 2.16 0.43  0.0447
C: 1.81 0.88 0.12  -0.4044
O: 0.64 0.56 -0.05  -0.0111
C: 3.01 0.09 0.01  0.0883
C: 4.06 0.90 0.23  -0.2718
C: 5.51 0.55 0.30  -0.0235
C: 1.51 3.36 0.28  -0.1906
C: 2.01 4.37 -0.53  -0.0337
C: 1.29 5.55 -0.67  -0.0989
C: 0.08 5.71 -0.01  -0.1038
C: -0.41 4.68 0.79  -0.0647
C: 0.31 3.51 0.95  0.0058
H: 3.83 3.98 1.51  0.0826
H: 5.27 2.97 1.47  0.0821
H: 3.88 2.51 2.50  0.1043
H: 3.03 -0.96 -0.24  0.0954
H: 5.65 -0.47 -0.03  0.0843
H: 5.89 0.63 1.32  0.0810
H: 6.10 1.22 -0.33  0.0847
H: 2.95 4.23 -1.05  0.1104
H: 1.68 6.34 -1.30  0.0949
H: -0.48 6.63 -0.13  0.0942
H: -1.35 4.80 1.30  0.1066
H: -0.04 2.71 1.60  0.0515
C: -0.09 1.09 3.20  -0.3040
H: -0.69 1.89 3.67  -0.1016
H: 0.96 1.43 3.21  -0.1040
H: -0.14 0.24 3.90  -0.1056
O: -3.93 -2.01 0.31  -0.0094
C: -2.71 -1.80 0.30  -0.6590
O: -2.09 -0.72 0.46  -0.1264
C: -1.83 -3.04 0.06  -0.0986
C: -2.39 -4.31 0.16  -0.0142
C: -1.63 -5.45 -0.04  -0.0720
C: -0.28 -5.35 -0.35  -0.0239
C: 0.26 -4.08 -0.46  -0.1424
C: -0.48 -2.92 -0.26  0.0692
N: 1.68 -3.97 -0.81  -0.3450
O: 2.35 -4.99 -0.83  0.0512
O: 2.13 -2.86 -1.07  0.0542
H: -3.45 -4.36 0.39  0.1137
H: -2.08 -6.43 0.05  0.0981
H: 0.34 -6.21 -0.50  0.1078
H: -0.03 -1.94 -0.35  0.1114

Summary:
HOMO ... -3.5 eV
Charge ... -1
Molecular weight ... 376.32 Da

[2]
A 2-piece molecular cluster, C19H19N3S overall at a distorted geometry, computed with wB97M-V/def2-TZVPD.

Each line ends with the Löwdin charge.
Element x y z (Å)
C: 3.61 4.31 1.75  -0.0726
N: 2.29 4.11 1.18  -0.2575
C: 1.47 5.29 1.18  -0.0777
C: 1.87 2.88 0.67  -0.2347
C: 1.19 1.94 1.50  0.0175
C: 0.76 0.74 0.98  -0.0184
C: 0.97 0.39 -0.38  -0.1975
C: 0.42 -0.79 -0.96  0.1134
C: -0.82 -1.29 -0.61  -0.1152
C: -1.41 -2.56 -1.06  -0.1087
C: -0.91 -3.60 -1.82  0.0167
C: -1.77 -4.66 -2.14  -0.0495
C: -3.11 -4.68 -1.70  -0.0627
C: -3.62 -3.62 -0.92  -0.0016
C: -2.74 -2.59 -0.61  -0.1543
N: -2.97 -1.40 0.11  -0.0559
C: -4.23 -0.98 0.71  0.0075
C: -1.85 -0.65 0.14  0.0687
C: 1.72 1.31 -1.18  -0.0005
C: 2.12 2.53 -0.68  0.0127
H: 4.17 3.37 1.71  0.0959
H: 4.15 5.08 1.19  0.0826
H: 3.52 4.65 2.79  0.0829
H: 0.49 5.06 0.74  0.0897
H: 1.33 5.65 2.21  0.0816
H: 1.95 6.09 0.61  0.0824
H: 1.01 2.21 2.54  0.1254
H: 0.23 0.04 1.62  0.1204
H: 0.94 -1.29 -1.78  0.1438
H: 0.13 -3.55 -2.14  0.1238
H: -1.40 -5.50 -2.74  0.1124
H: -3.75 -5.52 -1.95  0.1081
H: -4.65 -3.58 -0.57  0.1038
H: -4.97 -1.76 0.53  0.0854
H: -4.10 -0.83 1.79  0.1070
H: -4.57 -0.03 0.28  0.1065
H: -1.83 0.31 0.63  0.1476
H: 1.94 1.03 -2.21  0.1230
H: 2.65 3.25 -1.31  0.1249
N: 2.44 -3.05 0.73  -0.0662
C: 3.17 -3.71 0.05  -1.1407
S: 4.15 -4.61 -0.87  0.3301

Summary:
HOMO ... -6.0 eV
Molecular weight ... 321.45 Da

[3]
An isolated molecule of C19H19N5S2 at a distorted geometry, computed with wB97M-V/def2-TZVPD.

Each line ends with the Löwdin charge.
Element x y z (Å)
C: 2.19 -1.68 3.71  -0.0466
C: 1.21 -2.60 4.36  -0.2029
C: 1.03 -2.56 5.74  -0.0464
C: 0.16 -3.43 6.37  -0.0811
C: -0.54 -4.37 5.63  -0.0541
C: -0.40 -4.42 4.26  -0.2122
C: -1.18 -5.42 3.45  -0.0425
C: 0.47 -3.53 3.63  -0.1657
N: 0.63 -3.63 2.23  0.0571
C: 0.44 -2.63 1.34  -0.6245
N: 0.15 -1.40 1.60  0.0008
N: 0.04 -0.63 0.53  -0.0522
C: 0.23 -1.24 -0.58  -0.9757
S: 0.16 -0.52 -2.15  0.9100
C: -0.24 1.19 -1.65  -0.3862
C: -0.28 2.09 -2.82  -0.3555
C: -0.09 1.79 -4.15  -0.0392
N: -0.23 2.96 -4.83  -0.0039
C: -0.14 3.26 -6.15  -0.0484
C: -0.32 4.54 -6.55  -0.0689
C: -0.59 5.56 -5.61  -0.0402
C: -0.70 5.27 -4.27  -0.2018
C: -1.01 6.30 -3.24  -0.0381
C: -0.50 3.94 -3.87  -0.2395
N: -0.53 3.41 -2.66  0.1655
S: 0.59 -2.96 -0.41  1.0051
H: 1.66 -0.87 3.21  0.0686
H: 2.77 -2.21 2.96  0.0843
H: 2.87 -1.26 4.45  0.0771
H: 1.59 -1.85 6.32  0.1091
H: 0.04 -3.39 7.45  0.1012
H: -1.21 -5.05 6.13  0.1070
H: -1.90 -5.94 4.08  0.0776
H: -0.51 -6.18 3.02  0.0827
H: -1.71 -4.94 2.64  0.0849
H: 0.59 -4.56 1.85  0.1257
H: 0.52 1.51 -0.94  0.0895
H: -1.20 1.17 -1.13  0.0919
H: 0.13 0.86 -4.64  0.1048
H: 0.08 2.44 -6.82  0.1263
H: -0.24 4.79 -7.60  0.1015
H: -0.73 6.57 -5.96  0.1102
H: -0.47 6.07 -2.32  0.0776
H: -2.07 6.28 -3.01  0.0890
H: -0.75 7.30 -3.58  0.0779

Summary:
Structure (SMILES) ... Cc1cccc(C)c1Nc1nnc(SCc2cn3cccc(C)c3n2)s1
HOMO ... -7.9 eV
Molecular weight ... 381.53 Da